104
Properties=species:S:1:pos:R:3 method="wB97M-V/def2-TZVPD" homo_ev="-9.43 / -9.94" multiplicity=4 e_above_lowest_kcal_mol=22.5 orbital_gap_ev="6.71 / 6.93" charge=+1 e_lumo_ev="-2.72 / -3.01" s_squared=3.7634
V -0.67 1.26 -0.22
C 3.46 3.45 1.36
C 3.75 2.53 2.35
C 2.75 1.67 2.79
C 1.50 1.77 2.20
N 1.23 2.62 1.21
C 2.19 3.44 0.81
C 0.36 0.92 2.67
C 0.32 0.38 3.95
C -0.76 -0.40 4.32
C -1.79 -0.61 3.42
C -1.70 -0.03 2.17
N -0.65 0.73 1.81
C -2.82 -0.06 1.17
C -3.99 -0.77 1.37
C -5.05 -0.59 0.50
C -4.92 0.34 -0.53
C -3.71 0.98 -0.68
N -2.65 0.75 0.10
H 4.21 4.13 0.99
H 4.74 2.47 2.78
H 2.96 0.92 3.54
H 1.93 4.12 0.01
H 1.13 0.57 4.64
H -0.81 -0.83 5.31
H -2.64 -1.21 3.69
H -4.09 -1.44 2.21
H -5.97 -1.14 0.63
H -5.74 0.56 -1.19
H -3.56 1.74 -1.44
O 2.74 1.56 -1.60
C 1.63 1.09 -1.55
O 1.10 0.40 -0.57
C 0.66 1.24 -2.73
C 1.14 1.36 -4.02
C 0.23 1.40 -5.06
C -1.12 1.32 -4.77
C -1.52 1.23 -3.45
N -0.65 1.21 -2.44
H 2.21 1.41 -4.18
H 0.56 1.47 -6.09
H -1.87 1.32 -5.55
H -2.57 1.18 -3.18
N -0.38 4.52 -2.40
C -0.84 4.84 -1.18
S -1.52 3.70 -0.14
N -0.80 6.15 -0.87
C -0.97 6.80 0.39
C -1.49 8.08 0.35
C -1.62 8.81 1.52
C -1.24 8.26 2.73
C -0.71 6.98 2.76
C -0.57 6.24 1.59
H -0.36 3.55 -2.67
H 0.19 5.17 -2.93
H -0.66 6.78 -1.65
H -1.80 8.51 -0.60
H -2.03 9.81 1.48
H -1.35 8.82 3.65
H -0.40 6.54 3.69
H -0.14 5.25 1.63
C -2.75 -4.10 -1.05
C -1.88 -5.01 -0.21
C -2.28 -6.33 -0.03
C -1.51 -7.22 0.71
C -0.33 -6.78 1.29
C 0.07 -5.47 1.11
C -0.68 -4.57 0.37
Sb -0.07 -2.54 0.00
C 0.57 -2.94 -1.99
C -0.13 -2.24 -2.97
C 0.12 -2.43 -4.33
C 1.09 -3.34 -4.71
C 1.78 -4.06 -3.75
C 1.52 -3.89 -2.39
C 2.25 -4.78 -1.42
C 1.60 -2.53 1.32
C 1.22 -2.91 2.61
C 2.10 -2.88 3.68
C 3.40 -2.46 3.47
C 3.79 -2.07 2.20
C 2.92 -2.09 1.11
C 3.46 -1.62 -0.21
H -3.73 -4.55 -1.21
H -2.30 -3.92 -2.03
H -2.89 -3.13 -0.58
H -3.20 -6.67 -0.48
H -1.84 -8.24 0.84
H 0.28 -7.46 1.87
H 1.00 -5.15 1.56
H -0.90 -1.54 -2.67
H -0.45 -1.89 -5.07
H 1.31 -3.49 -5.76
H 2.52 -4.78 -4.06
H 3.25 -5.01 -1.78
H 1.71 -5.73 -1.30
H 2.34 -4.34 -0.43
H 0.21 -3.27 2.79
H 1.78 -3.20 4.66
H 4.11 -2.43 4.29
H 4.82 -1.75 2.04
H 4.41 -2.12 -0.42
H 3.65 -0.55 -0.17
H 2.78 -1.80 -1.03



16
Properties=species:S:1:pos:R:3 method="wB97M-V/def2-TZVPD" homo_ev=-9.91 e_above_lowest_kcal_mol=35.5 orbital_gap_ev=10.65 e_lumo_ev=0.74
H -1.38 -3.05 0.61
N -1.71 -2.08 0.92
C -0.71 -1.38 0.67
O 0.41 -2.12 0.11
C -0.54 0.08 0.90
C 0.05 0.78 -0.30
C -0.62 0.87 -1.44
C 1.41 1.37 -0.11
H 1.05 -1.52 -0.29
H 0.11 0.21 1.78
H -1.53 0.47 1.15
H -0.21 1.36 -2.30
H -1.60 0.42 -1.55
H 1.37 2.15 0.65
H 2.12 0.61 0.23
H 1.78 1.82 -1.03



66
Properties=species:S:1:pos:R:3 method="wB97M-V/def2-TZVPD" homo_ev="-6.96 / -7.57" multiplicity=4 orbital_gap_ev="7.18 / 7.79" e_lumo_ev="0.22 / 0.22" s_squared=3.7594
Co 0.91 -1.53 0.50
O 2.83 -2.51 -2.88
C 2.39 -2.24 -1.76
O 1.26 -1.70 -1.40
C 3.23 -2.48 -0.53
C 4.55 -2.99 -0.44
C 5.19 -3.16 0.80
C 4.47 -2.82 1.98
C 3.23 -2.19 1.82
N 2.62 -2.11 0.60
C 2.29 -1.62 2.89
O 2.52 -1.58 4.08
O 1.24 -1.14 2.31
H 5.07 -3.15 -1.40
H 6.17 -3.62 0.79
H 4.86 -2.89 3.01
C -3.99 -3.95 1.69
N -2.62 -3.82 1.19
C -1.82 -4.90 0.70
C -0.56 -4.20 0.32
O 0.34 -4.65 -0.36
N -0.60 -2.85 0.73
C -1.88 -2.70 1.16
N -2.40 -1.48 1.42
H -4.37 -4.93 1.44
H -4.68 -3.26 1.19
H -4.02 -3.82 2.79
H -2.23 -5.47 -0.16
H -1.67 -5.72 1.49
H -1.89 -0.60 1.33
H -3.35 -1.40 1.87
O -0.31 -0.04 0.13
As -0.40 1.59 -0.45
C 1.03 2.13 -1.72
C 0.86 3.10 -2.69
C 1.97 3.47 -3.51
C 3.19 2.87 -3.34
C 3.34 1.87 -2.36
C 2.29 1.54 -1.51
C -2.07 1.81 -1.46
C -3.14 2.46 -0.84
C -4.38 2.55 -1.52
C -4.47 2.21 -2.87
C -3.43 1.51 -3.46
C -2.21 1.33 -2.74
C -0.27 2.67 1.12
C -0.27 2.04 2.35
C -0.28 2.87 3.49
C -0.45 4.27 3.40
C -0.34 4.86 2.14
C -0.19 4.04 0.99
H -0.05 3.67 -2.68
H 1.76 4.19 -4.29
H 4.01 3.18 -3.99
H 4.27 1.38 -2.14
H 2.40 0.86 -0.65
H -2.98 2.93 0.19
H -5.23 3.01 -0.98
H -5.40 2.41 -3.41
H -3.46 1.16 -4.51
H -1.34 0.82 -3.14
H -0.27 0.96 2.45
H -0.18 2.45 4.50
H -0.60 4.87 4.29
H -0.40 5.97 2.02
H -0.10 4.48 0.01



13
Properties=species:S:1:pos:R:3 method="wB97M-V/def2-TZVPD" homo_ev=-9.63 smiles="O=CNCCS" e_above_lowest_kcal_mol=28.6 orbital_gap_ev=10.30 e_lumo_ev=0.67
O -2.21 2.65 -0.06
C -1.19 2.00 -0.20
N -1.02 0.60 -0.09
C 0.13 -0.24 -0.40
C 0.85 -0.78 0.76
S 2.30 -1.80 0.20
H -0.27 2.39 -0.68
H -1.87 -0.02 -0.04
H -0.32 -1.14 -0.81
H 0.85 0.18 -1.08
H 1.26 0.00 1.45
H 0.07 -1.25 1.39
H 1.42 -2.60 -0.43



11
Properties=species:S:1:pos:R:3 method="wB97M-V/def2-TZVPD" homo_ev=-10.57 smiles="N#CN1C[C@@H]1[N+](=O)[O-]" e_above_lowest_kcal_mol=180.6 orbital_gap_ev=8.69 e_lumo_ev=-1.88
N 1.94 2.31 -0.13
C 1.00 1.71 -0.21
N -0.13 1.11 -0.44
C -1.09 0.42 0.38
C -0.48 -0.68 -0.35
N 0.59 -1.46 0.08
O 1.12 -1.18 1.14
O 0.90 -2.37 -0.65
H -2.01 0.65 0.05
H -1.03 0.63 1.51
H -0.80 -1.13 -1.38



59
Properties=species:S:1:pos:R:3 method="wB97M-V/def2-TZVPD" homo_ev=-7.37 smiles="COc1ccccc1N1CCN(CCN2C(=O)c3ccccc3C(C)(C)C2=O)CC1" e_above_lowest_kcal_mol=51.8 orbital_gap_ev=7.69 e_lumo_ev=0.31
C -1.28 5.73 -0.55
O -0.63 4.49 -0.51
C 0.71 4.44 -0.84
C 1.43 5.54 -1.27
C 2.79 5.45 -1.53
C 3.43 4.24 -1.34
C 2.72 3.13 -0.93
C 1.35 3.18 -0.68
N 0.63 2.09 -0.21
C 1.32 0.92 0.28
C 1.60 -0.11 -0.82
N 0.34 -0.49 -1.42
C 0.43 -1.60 -2.36
C -0.82 -2.49 -2.21
N -1.03 -2.75 -0.80
C -1.83 -1.84 -0.12
O -2.63 -1.14 -0.71
C -1.61 -1.76 1.33
C -2.08 -0.63 2.01
C -1.85 -0.49 3.36
C -1.14 -1.47 4.04
C -0.70 -2.60 3.37
C -0.92 -2.76 2.01
C -0.52 -4.00 1.26
C -1.73 -4.96 1.25
C 0.70 -4.71 1.86
C -0.23 -3.69 -0.21
O 0.59 -4.31 -0.85
C -0.34 0.67 -1.97
C -0.60 1.69 -0.86
H -2.29 5.54 -0.20
H -1.32 6.14 -1.56
H -0.80 6.46 0.12
H 0.94 6.49 -1.39
H 3.33 6.32 -1.86
H 4.49 4.16 -1.53
H 3.25 2.20 -0.81
H 2.25 1.21 0.78
H 0.66 0.45 1.03
H 2.06 -1.00 -0.38
H 2.29 0.32 -1.57
H 0.52 -1.26 -3.40
H 1.30 -2.20 -2.11
H -0.66 -3.44 -2.73
H -1.71 -1.99 -2.59
H -2.63 0.11 1.45
H -2.20 0.38 3.88
H -0.95 -1.37 5.10
H -0.17 -3.36 3.93
H -1.99 -5.23 2.27
H -1.48 -5.86 0.70
H -2.59 -4.49 0.79
H 1.06 -5.44 1.15
H 1.49 -3.99 2.06
H 0.43 -5.22 2.79
H -1.30 0.36 -2.39
H 0.26 1.15 -2.77
H -1.11 2.56 -1.26
H -1.24 1.22 -0.10



Please write out number 6 again, unchanged.
59
Properties=species:S:1:pos:R:3 method="wB97M-V/def2-TZVPD" homo_ev=-7.37 smiles="COc1ccccc1N1CCN(CCN2C(=O)c3ccccc3C(C)(C)C2=O)CC1" e_above_lowest_kcal_mol=51.8 orbital_gap_ev=7.69 e_lumo_ev=0.31
C -1.28 5.73 -0.55
O -0.63 4.49 -0.51
C 0.71 4.44 -0.84
C 1.43 5.54 -1.27
C 2.79 5.45 -1.53
C 3.43 4.24 -1.34
C 2.72 3.13 -0.93
C 1.35 3.18 -0.68
N 0.63 2.09 -0.21
C 1.32 0.92 0.28
C 1.60 -0.11 -0.82
N 0.34 -0.49 -1.42
C 0.43 -1.60 -2.36
C -0.82 -2.49 -2.21
N -1.03 -2.75 -0.80
C -1.83 -1.84 -0.12
O -2.63 -1.14 -0.71
C -1.61 -1.76 1.33
C -2.08 -0.63 2.01
C -1.85 -0.49 3.36
C -1.14 -1.47 4.04
C -0.70 -2.60 3.37
C -0.92 -2.76 2.01
C -0.52 -4.00 1.26
C -1.73 -4.96 1.25
C 0.70 -4.71 1.86
C -0.23 -3.69 -0.21
O 0.59 -4.31 -0.85
C -0.34 0.67 -1.97
C -0.60 1.69 -0.86
H -2.29 5.54 -0.20
H -1.32 6.14 -1.56
H -0.80 6.46 0.12
H 0.94 6.49 -1.39
H 3.33 6.32 -1.86
H 4.49 4.16 -1.53
H 3.25 2.20 -0.81
H 2.25 1.21 0.78
H 0.66 0.45 1.03
H 2.06 -1.00 -0.38
H 2.29 0.32 -1.57
H 0.52 -1.26 -3.40
H 1.30 -2.20 -2.11
H -0.66 -3.44 -2.73
H -1.71 -1.99 -2.59
H -2.63 0.11 1.45
H -2.20 0.38 3.88
H -0.95 -1.37 5.10
H -0.17 -3.36 3.93
H -1.99 -5.23 2.27
H -1.48 -5.86 0.70
H -2.59 -4.49 0.79
H 1.06 -5.44 1.15
H 1.49 -3.99 2.06
H 0.43 -5.22 2.79
H -1.30 0.36 -2.39
H 0.26 1.15 -2.77
H -1.11 2.56 -1.26
H -1.24 1.22 -0.10